The following is a DFT calculation (ωB97M-V/def2-TZVPD) of a structure of composition C54H66OP4RuSi2Te.

## Properties
Kohn-Sham gap (spin up / spin down), Eh: 0.201 / 0.201
Total charge: +3
Electronic energy, eV: -121879.7430
Multiplicity: 2
E_LUMO (spin up / spin down), Ha: -0.360 / -0.358
Expectation value of S²: 0.805
F_max, eV Å⁻¹: 1.453

Each line ends with the Mulliken charge.
Positions of all 129 atoms, in Å:
Ru  0.33  -0.36  -0.06  1.022
O  2.44  0.10  2.16  0.576
C  1.96  0.46  3.40  0.226
C  2.64  1.19  4.36  -0.899
C  2.09  1.34  5.62  -0.796
C  0.87  0.76  5.93  -1.069
C  0.15  0.12  4.93  -0.177
C  0.67  0.02  3.64  0.066
P  -0.30  -0.78  2.32  2.449
C  -0.20  -2.49  2.92  1.471
C  -1.15  -3.07  3.75  -0.989
C  -0.89  -4.30  4.35  -0.765
C  0.32  -4.95  4.13  -0.880
C  1.27  -4.37  3.30  -0.827
C  1.02  -3.15  2.70  -0.810
C  -1.99  -0.21  2.76  0.102
C  -3.09  -0.99  2.40  -0.223
C  -4.37  -0.61  2.76  -1.266
C  -4.57  0.57  3.45  -0.669
C  -3.49  1.39  3.75  -1.177
C  -2.20  1.00  3.40  -0.229
C  3.78  0.02  1.86  0.071
C  4.80  -0.21  2.76  -0.892
C  6.11  -0.17  2.31  -0.822
C  6.40  0.08  0.97  -0.995
C  5.37  0.19  0.06  -0.830
C  4.04  0.13  0.51  0.908
P  2.72  -0.08  -0.70  2.383
C  2.91  -1.81  -1.14  0.829
C  1.95  -2.65  -0.58  0.745
C  2.03  -4.03  -0.72  -0.474
C  3.08  -4.56  -1.46  -1.002
C  4.05  -3.73  -2.02  -1.106
C  3.97  -2.35  -1.85  -0.438
C  3.31  0.99  -2.02  0.976
C  3.54  2.33  -1.68  -0.740
C  4.02  3.21  -2.64  -0.885
C  4.26  2.77  -3.94  -0.844
C  4.04  1.44  -4.27  -1.066
C  3.56  0.55  -3.32  -0.458
H  3.60  1.65  4.13  0.686
H  2.62  1.92  6.37  0.466
H  0.47  0.81  6.93  0.493
H  -0.83  -0.28  5.15  0.608
H  -2.09  -2.57  3.96  0.465
H  -1.64  -4.75  4.99  0.512
H  0.52  -5.89  4.62  0.452
H  2.22  -4.87  3.13  0.530
H  1.78  -2.69  2.07  0.241
H  -2.94  -1.93  1.89  0.420
H  -5.22  -1.25  2.53  0.525
H  -5.57  0.86  3.77  0.494
H  -3.64  2.32  4.28  0.502
H  -1.36  1.63  3.68  0.524
H  4.59  -0.44  3.79  0.719
H  6.92  -0.33  3.01  0.474
H  7.43  0.16  0.63  0.496
H  5.58  0.31  -0.99  0.462
H  1.13  -2.24  0.03  -0.723
H  1.29  -4.67  -0.27  0.440
H  3.15  -5.64  -1.59  0.519
H  4.87  -4.15  -2.58  0.506
H  4.75  -1.72  -2.25  0.502
H  3.38  2.67  -0.66  0.515
H  4.21  4.24  -2.37  0.571
H  4.63  3.46  -4.69  0.451
H  4.25  1.09  -5.28  0.516
H  3.44  -0.49  -3.58  0.286
C  0.77  0.33  -3.63  -1.061
P  -0.26  -0.60  -2.46  0.001
C  -1.90  -0.19  -3.14  -0.395
C  -0.06  -2.31  -3.01  0.449
C  0.75  -2.70  -4.06  -0.819
C  0.70  -4.02  -4.51  -0.962
C  -0.19  -4.92  -3.93  -0.997
C  -0.98  -4.53  -2.85  -0.865
C  -0.88  -3.23  -2.37  0.467
P  -1.71  -2.63  -0.86  2.258
C  -3.47  -2.41  -1.36  -1.805
C  -1.85  -4.17  0.10  -1.678
H  1.82  0.16  -3.44  -0.489
H  0.57  1.39  -3.52  0.334
H  0.52  0.03  -4.64  0.640
H  -2.02  -0.79  -4.05  0.547
H  -1.92  0.87  -3.40  0.623
H  -2.71  -0.40  -2.45  -0.589
H  1.42  -2.00  -4.55  0.274
H  1.34  -4.33  -5.33  0.502
H  -0.25  -5.94  -4.31  0.457
H  -1.64  -5.25  -2.40  0.425
H  -3.89  -3.39  -1.57  0.548
H  -3.56  -1.79  -2.24  0.731
H  -4.04  -1.96  -0.55  0.359
H  -2.41  -4.91  -0.47  0.718
H  -2.40  -3.96  1.01  0.517
H  -0.88  -4.57  0.37  0.177
C  -1.03  5.35  0.50  -1.165
Si  0.02  4.20  -0.49  -0.197
C  1.08  3.14  0.64  -0.240
C  1.01  5.03  -1.81  -0.952
C  -1.12  2.99  -1.47  0.652
Te  -2.15  1.56  -0.29  -0.825
C  -3.56  3.02  0.31  -0.013
Si  -5.13  2.95  -0.79  0.149
C  -4.59  3.33  -2.53  -0.866
C  -5.79  1.21  -0.68  -0.595
C  -6.25  4.20  -0.03  -1.098
H  -0.42  6.20  0.84  0.430
H  -1.46  4.87  1.38  0.360
H  -1.84  5.76  -0.11  0.378
H  1.99  3.66  0.97  0.809
H  1.40  2.25  0.09  -0.760
H  0.54  2.84  1.53  0.216
H  1.67  5.80  -1.40  0.363
H  0.33  5.53  -2.52  0.426
H  1.62  4.32  -2.37  0.173
H  -0.53  2.46  -2.22  -1.137
H  -1.90  3.58  -1.99  0.610
H  -3.07  4.00  0.25  -0.090
H  -3.86  2.83  1.35  0.225
H  -3.90  2.57  -2.90  0.157
H  -4.10  4.31  -2.60  0.321
H  -5.46  3.35  -3.20  0.459
H  -4.99  0.47  -0.67  -0.160
H  -6.44  0.99  -1.54  0.434
H  -6.40  1.08  0.23  0.340
H  -5.84  5.21  -0.08  0.357
H  -6.45  3.95  1.02  0.354
H  -7.22  4.21  -0.56  0.366